ORCA calculation (ωB97M-V/def2-TZVPD) on a cluster of 11 separate species, C48H117N11O6 in total in a non-equilibrium geometry.

```
182
C48H117N11O6 ωB97M-V/def2-TZVPD
H -0.9542 18.8337 23.1108
H 2.3657 8.0752 18.3448
C 3.1888 12.4903 20.4010
H 0.2226 15.1956 12.9013
O 2.0952 19.0194 23.1249
N 2.5187 7.8876 19.3202
H 9.0429 7.1204 21.8654
H 1.1419 10.9560 24.5075
H 3.4569 12.1232 21.3894
C -1.5892 10.4371 18.1430
H -2.7262 7.4241 18.3810
H 2.6155 15.3623 17.5580
C 1.1300 18.4051 26.7393
H 3.7142 14.1308 18.1365
H 10.7863 7.3150 21.9512
H 0.6050 21.5259 20.8291
H 1.8440 18.2038 24.8334
N 2.4502 13.7414 20.6108
H 10.2624 12.1215 23.2071
C 6.4423 17.3704 18.8969
H -1.6319 17.0977 18.3536
H 8.7352 14.0314 22.1867
H -2.3627 14.3454 14.1432
H 6.7796 14.4195 21.2853
H 4.8199 6.6296 18.0040
H 1.6683 15.7161 26.0053
C 9.1872 15.6100 20.7649
O -1.7342 10.6736 16.9520
H -2.5698 11.8128 14.4159
H 1.7101 12.1514 14.7037
N 2.1679 20.1705 21.1846
C 7.2339 13.8897 19.2239
H 8.1447 13.3157 19.4225
H -2.3855 16.1018 22.8873
C 4.2347 19.3158 22.0890
C 1.2480 12.5635 15.6042
H -3.3677 12.4077 12.9357
H 8.5930 10.1880 23.1500
O 0.9890 17.9242 27.8531
H -1.2147 16.1556 14.7982
C 8.8684 10.7612 22.2414
H 7.3628 14.3948 18.2639
H 1.4032 14.6994 14.0738
H -0.5642 12.1609 18.9044
H 2.5997 11.8870 24.1863
H 1.5748 6.9265 20.8945
C -2.3250 17.1838 22.6768
C -1.0436 13.5299 22.2137
H 9.8148 16.5055 20.7415
H 0.0930 15.7351 15.9199
H 5.7821 7.6746 18.9909
H 4.5529 8.3910 17.9150
H 2.0651 11.6692 18.7255
H 4.6488 20.0854 22.7381
N -0.3592 13.5679 14.0280
N 7.8315 16.0191 20.4435
H -0.9269 13.1871 21.1899
H 1.4477 15.4828 22.5434
H -3.2156 17.5957 23.1622
H 2.9280 16.4644 26.9518
H -1.7963 11.6373 12.8448
C -0.1494 15.9445 14.8764
H -1.5557 9.0691 19.6572
H 6.2575 21.0309 17.7632
H 1.8712 13.3617 16.0034
H 0.2483 19.8946 20.3676
H -0.5750 14.4965 22.4100
C 2.5979 18.5354 18.2667
H -1.0706 7.3490 17.7563
H 4.5275 18.3258 22.4312
C 9.7948 8.9086 20.8999
C 9.3007 14.9578 22.1353
O 4.0062 6.9750 20.7680
H 1.2547 11.7369 16.3239
H 9.6063 14.9345 19.9995
N 8.7549 9.9335 21.0487
H -0.6324 13.4901 16.1618
H 1.2576 20.5301 26.6530
C 4.2432 20.3180 17.9211
C -1.0223 17.4636 19.1859
H -4.3838 18.0546 21.1555
C 6.3730 10.4186 20.5549
O -1.1463 11.7102 23.7907
H 4.0995 14.9996 21.0800
C -3.7307 17.2944 20.7177
H -4.7568 15.8245 21.9545
H 4.1157 18.5792 16.8229
H 8.9716 15.6632 22.9021
H 1.8445 19.2960 18.4718
H 6.4756 13.1172 19.0853
H 10.7542 9.4186 20.8167
H 6.7368 11.1007 19.7905
H -1.3587 11.2094 20.1871
C 0.7808 20.4894 21.1232
H 2.0563 16.4710 21.2245
H 0.3542 19.8587 25.3054
H -3.7306 17.5165 19.6464
C 2.3169 11.4263 19.7640
H 5.4800 9.9322 20.1540
H -0.7330 11.9802 15.2725
H 6.4946 18.2842 18.2999
H 10.3474 14.7651 22.3795
C -1.3907 16.7545 20.4858
H 2.8540 10.4778 19.7078
C -1.7238 13.6562 13.5612
C 3.0267 14.9175 18.4626
C -4.3866 15.9230 20.9325
H 0.9659 8.5549 20.6358
C 2.3583 15.8061 22.0386
C -0.2029 12.9249 15.3151
H 8.3322 16.4426 18.4068
C -1.9389 7.9957 17.8893
H -1.6873 14.0789 12.5512
H 5.7380 20.0903 16.3478
H -1.2742 17.8452 24.4437
H -0.1629 17.2556 23.2545
H 4.6143 19.4670 21.0777
C 1.6941 11.4778 23.7309
O 3.7901 20.9673 18.8546
H 2.9986 16.3729 22.7118
C 2.4311 16.5070 25.9843
H 9.5960 8.4500 19.9301
H -5.2651 15.8132 20.2902
H 3.6542 15.6715 18.9493
C 5.4215 20.8057 17.1066
H 2.0209 10.7599 22.9690
H 0.0089 17.2400 18.8921
C 10.2538 11.3650 22.4220
H -2.3337 12.1720 19.1150
N 3.7181 19.1207 17.5694
H 9.7394 8.2992 22.9871
H -1.1571 18.5427 19.2339
H -3.7336 15.0814 20.7013
H 0.3802 16.8761 14.6396
C -1.4328 11.5581 19.1542
N -2.3995 17.4693 21.2505
H -0.5113 16.6167 21.1133
C 3.7604 7.4381 19.6766
H 4.0358 12.7270 19.7432
C 9.8386 7.8547 21.9976
H 0.3012 20.2982 22.0784
N 1.8338 17.7968 25.7594
H 10.5559 11.8687 21.4991
H 3.4667 14.0422 22.4019
C 6.9049 14.9060 20.3187
H 10.9997 10.6105 22.6671
H 7.4291 8.5937 20.1614
C 1.3515 7.6688 20.1286
C 7.8291 16.9009 19.2762
H 5.1166 21.7155 16.5884
H 2.7621 20.4908 20.4285
H -2.3121 8.3120 16.9176
H -1.7814 15.7566 20.2272
C 3.1625 14.6196 21.5221
C 7.4121 9.3598 20.9365
H 0.5749 7.2341 19.4960
C 0.3279 14.8442 13.9325
H 3.1402 16.2623 25.1967
H 1.2499 15.1726 19.6711
C 1.9480 14.3763 19.4024
C 2.7359 19.4387 22.1584
H 5.8872 17.6607 19.7930
H 1.3469 11.2799 20.2431
H 6.0887 10.9685 21.4532
H 1.3487 13.6352 18.8709
H 7.0911 8.9107 21.8896
H 8.1267 11.5597 22.1680
C -1.1126 17.7818 23.3583
C -0.4715 12.5084 23.1639
C 0.5445 19.7532 26.3733
C -2.4155 12.3011 13.4560
N 0.8855 12.5307 23.1847
C 4.7838 7.5585 18.5783
H 8.4356 17.7715 19.5437
H 1.3211 13.1974 22.5637
H -0.3682 19.8752 26.9502
H 2.1320 17.7458 17.6814
N -1.6292 9.1839 18.6617
H 5.8986 16.6170 18.3270
H 5.9258 15.3076 20.0573
H 2.8635 18.0891 19.2320
H -2.1005 13.6954 22.4176
```

The value obtained for the energy above the lowest of the compared OMol25 structures with the same formula, charge and spin is 0.00 kcal per mole. The value obtained for the maximum force is 0.026 Eh/bohr. As for the multiplicity: 1. The structure (SMILES) is CCN(CC)CC.CCN(CC)CC.CCN(CC)CC.CCN(CC)CC.CCN(CC)CC.CNC(C)=O.CNC(C)=O.CNC(C)=O.CNC(C)=O.CNC(C)=O.CNC(C)=O. As for the highest occupied orbital energy: -8.31 eV. The value obtained for the gap between HOMO and LUMO is 8.45 eV.